(1)
A 2-piece molecular cluster, CH8N3 overall, computed with ωB97M-V/def2-TZVPD.

The charge is +1. The HOMO-LUMO gap comes out at 11.17 eV. The calculation puts the HOMO energy at -14.87 eV. For the energy relative to the best compared isomer or geometry (same formula, charge and spin), the calculation gives 0.433 eV. For the LUMO energy, the calculation gives -3.70 eV.

The geometry in XYZ format:
```
12
Properties=species:S:1:pos:R:3:forces:R:3
N -1.63330 0.56669 -1.71374 -0.1 0.3 -0.7
H -1.69117 -0.24269 -2.32961 -0.1 -0.3 0.3
H -0.31807 -1.34093 -0.08537 0.2 0.1 -0.3
H -2.60473 0.81560 -1.53235 0.0 -0.2 0.2
H -1.37613 1.27405 -2.41082 0.3 0.1 0.5
N 0.52978 0.92985 0.77922 0.1 1.1 0.7
C 1.02050 -0.25632 0.98635 -0.6 -0.5 0.0
N 0.55448 -1.34586 0.42869 -0.1 0.1 0.5
H -0.41080 1.15527 0.47954 0.1 -0.5 -0.8
H 1.02875 1.71727 1.16735 0.0 -0.1 0.2
H 1.80053 -0.35800 1.72961 0.5 0.0 -0.5
H 0.97841 -2.22532 0.67162 -0.1 -0.2 0.0
```
Positions in Å, forces in eV/Å.

(2)
A 2-piece molecular cluster, CH8N3O overall, computed with ωB97M-V/def2-TZVPD.

The charge is 0. As for the spin multiplicity: 2. The HOMO-LUMO gap (spin up / spin down) comes out at 4.17 / 9.21 eV. The calculation puts the HOMO energy (spin up / spin down) at -3.62 / -8.69 eV. Its expectation value of S² is 0.75. For the energy relative to the best compared isomer or geometry (same formula, charge and spin), the calculation gives 0.199 eV. For the LUMO energy (spin up / spin down), the calculation gives 0.55 / 0.52 eV.

The geometry in XYZ format:
```
13
Properties=species:S:1:pos:R:3:forces:R:3
N -0.60459 -0.96112 0.67515 -0.2 -0.2 0.5
C 0.64059 -0.48490 0.25861 1.2 0.2 0.5
N 1.73441 -1.21794 0.75628 -0.1 -0.2 0.5
N 0.87915 0.44960 -0.74599 -0.6 -0.2 -0.8
H -1.43429 -0.59729 0.23446 0.3 0.2 -0.4
H -0.72717 -0.84440 1.68504 -0.1 0.1 -0.2
H 2.67876 -1.17356 0.42544 -0.1 0.2 -0.4
H 1.53605 -2.00488 1.34899 -0.1 0.0 -0.2
H 0.05549 0.84745 -1.16848 0.4 0.1 0.2
H 1.75783 0.92141 -0.91243 -0.3 -0.2 0.5
H -2.08534 1.84099 -1.63822 -0.3 0.1 0.1
H -2.54908 1.75366 -0.14323 0.0 0.2 -0.2
O -1.88180 1.47097 -0.77561 0.1 -0.2 0.0
```
Positions in Å, forces in eV/Å.

(3)
A 2-piece molecular cluster, CH8N3O overall, computed with ωB97M-V/def2-TZVPD.

The charge is +1. The HOMO-LUMO gap comes out at 12.29 eV. The calculation puts the HOMO energy at -15.48 eV. For the energy relative to the best compared isomer or geometry (same formula, charge and spin), the calculation gives 0.584 eV. For the LUMO energy, the calculation gives -3.18 eV.

The geometry in XYZ format:
```
13
Properties=species:S:1:pos:R:3:forces:R:3
N 0.12241 0.82878 1.03683 0.5 -0.3 0.5
C 0.79362 0.39144 -0.02361 0.2 0.0 0.0
N 1.88462 1.03860 -0.45243 -0.9 -0.3 0.1
N 0.37850 -0.72069 -0.62393 0.1 0.2 -0.4
H -0.63312 0.26421 1.38636 -0.2 0.1 0.0
H 0.57418 1.42882 1.70774 -0.1 0.1 0.0
H 2.10842 0.93331 -1.42567 0.6 0.1 0.0
H 2.20410 1.82718 0.07851 0.1 0.4 -0.4
H -0.22628 -1.32749 -0.10175 -0.6 0.0 -0.4
H 0.41124 -0.83081 -1.63050 0.2 -0.2 0.3
H -2.56637 -1.82417 0.86373 0.2 0.1 0.0
H -3.35946 -1.46366 -0.32179 0.1 0.4 -0.4
O -2.51225 -1.24406 0.08971 -0.2 -0.6 0.5
```
Positions in Å, forces in eV/Å.

(4)
An isolated ion of composition CH8N3P2 and charge +1, computed with ωB97M-V/def2-TZVPD.

The charge is +1. As for the spin multiplicity: 3. The HOMO-LUMO gap (spin up / spin down) comes out at 6.18 / 6.25 eV. The calculation puts the HOMO energy (spin up / spin down) at -9.68 / -14.16 eV. Its expectation value of S² is 2.01. For the energy relative to the best compared isomer or geometry (same formula, charge and spin), the calculation gives 0.052 eV. For the LUMO energy (spin up / spin down), the calculation gives -3.50 / -7.92 eV.

The geometry in XYZ format:
```
14
Properties=species:S:1:pos:R:3:forces:R:3
C 1.30328 1.45402 0.33266 -1.1 1.0 0.9
N 1.41051 2.60182 0.52328 -0.5 -1.0 -0.9
N 0.84380 0.34422 0.14773 -1.0 -1.7 -0.2
N -1.61786 -0.33051 -1.13994 -0.8 -2.1 -1.0
P 1.83079 -0.90603 -0.75502 2.9 0.5 -0.2
P -1.16026 -0.47504 0.46504 -3.6 5.0 -3.2
H 1.81760 3.40793 0.80799 1.5 2.4 0.9
H -1.04064 -0.07358 -1.93722 0.2 0.2 0.6
H -2.38917 -0.93533 0.72601 -1.5 -0.8 1.1
H -2.30301 -1.12064 -1.46460 1.6 2.1 1.0
H 1.79382 0.06420 -1.75938 -0.7 -0.2 -1.4
H 3.20254 -0.60730 -0.45220 -0.4 -1.2 0.2
H -0.44682 -1.41428 0.80455 3.6 -4.3 1.9
H -1.15010 0.70641 1.17819 -0.1 0.0 0.3
```
Positions in Å, forces in eV/Å.

(5)
A 3-piece molecular cluster, CH8N3S overall, computed with ωB97M-V/def2-TZVPD.

The charge is +1. The HOMO-LUMO gap comes out at 11.36 eV. The calculation puts the HOMO energy at -15.01 eV. For the energy relative to the best compared isomer or geometry (same formula, charge and spin), the calculation gives 3.527 eV. For the LUMO energy, the calculation gives -3.65 eV.

The geometry in XYZ format:
```
13
Properties=species:S:1:pos:R:3:forces:R:3
C 2.18743 -1.36171 0.69155 1.2 1.9 -3.0
N 2.63747 -0.64130 -0.12403 -1.0 -2.9 2.9
N 0.32908 0.89977 0.61991 -2.0 -1.4 -0.7
N -2.05709 -0.29316 -0.13483 -0.8 3.8 2.0
S 0.87693 1.54754 -0.78606 -0.8 -0.3 -0.3
H 1.69025 -2.10954 1.29035 0.4 0.3 0.1
H -2.26621 -0.19545 -1.05547 -0.7 0.3 -3.4
H 1.67583 0.49010 -1.07396 0.7 0.1 -0.2
H 0.26828 1.44655 1.44167 0.4 1.3 0.5
H -0.66475 0.48086 0.42071 1.0 0.4 0.3
H -2.92992 -0.13307 0.34951 0.2 -0.3 0.4
H -1.66833 -1.13474 -0.00019 1.1 -4.1 0.9
H -0.07897 1.00416 -1.63914 0.4 0.8 0.5
```
Positions in Å, forces in eV/Å.

(6)
An isolated ion of composition CH8N3Si and charge +1, computed with ωB97M-V/def2-TZVPD.

The charge is +1. The HOMO-LUMO gap comes out at 11.19 eV. The calculation puts the HOMO energy at -14.65 eV. For the energy relative to the best compared isomer or geometry (same formula, charge and spin), the calculation gives 2.245 eV. The SMILES is NC(=[NH2+])N[SiH3]. For the LUMO energy, the calculation gives -3.45 eV.

The geometry in XYZ format:
```
13
Properties=species:S:1:pos:R:3:forces:R:3
C -0.82200 -0.02352 -0.05055 4.2 -0.7 1.1
N -1.88605 -0.73795 0.31667 -0.6 0.7 -1.5
N 0.56539 -0.63723 0.02156 -5.8 1.4 0.3
N -0.98133 1.26838 -0.35321 -1.4 -0.1 -0.3
Si 2.16681 0.04890 0.21166 0.1 0.2 -0.2
H -1.87230 -1.71111 0.54368 0.5 -0.4 0.2
H -2.72667 -0.46233 -0.19887 0.1 -0.2 0.6
H 0.41285 -1.62075 0.08779 0.1 -0.7 0.1
H -1.98227 1.71072 -0.35411 2.9 -1.0 0.0
H -0.15236 1.76178 -0.71553 -1.0 -0.1 0.3
H 2.84791 0.20162 1.62114 -1.0 0.1 -1.4
H 2.81139 -1.04686 -0.58000 0.3 0.8 0.2
H 1.61861 1.24832 -0.55023 1.5 0.0 0.5
```
Positions in Å, forces in eV/Å.

> The highest energy relative to the best compared isomer or geometry (same formula, charge and spin) belongs to which entry?

CH8N3S